No. 1
The following is a DFT calculation (ωB97M-V with the def2-TZVPD basis set) of one molecule with the formula C4H9NO in a non-equilibrium geometry.

* HOMO level: -9.67 eV
* calculated total energy: -287.78332 a.u.
* gap between HOMO and LUMO: 10.55 eV
* ΔE to the lowest compared entry with this formula, charge and spin: 30.8 kcal/mol
* net charge: 0
* SMILES: CC(C)C(N)=O

Element x y z (Å)
H  0.6510  0.3279  1.5139
H  -1.4904  -0.0692  1.9090
H  1.3262  1.6303  -0.5533
C  -1.3646  -0.1878  0.8053
O  0.9525  -1.9314  0.6790
H  -0.3282  1.7659  -1.0299
H  -1.4231  -1.2549  0.7601
H  0.3249  2.2202  0.6567
C  0.8214  -0.9958  -0.0612
H  0.6859  -0.2655  -1.9830
C  0.1307  0.2019  0.5392
C  0.3399  1.5606  -0.1047
N  0.7121  -1.1221  -1.4676
H  0.8159  -2.0992  -1.7561
H  -2.1542  0.2192  0.0924

No. 2
The following is a DFT calculation (ωB97M-V with the def2-TZVPD basis set) of C4H9NO as an isolated structure in a non-equilibrium geometry.

* HOMO level: -8.97 eV
* calculated total energy: -287.53780 a.u.
* gap between HOMO and LUMO: 9.59 eV
* ΔE to the lowest compared entry with this formula, charge and spin: 184.9 kcal/mol
* net charge: 0

Element x y z (Å)
N  0.5741  0.3216  0.2905
C  0.7740  0.1646  2.4194
H  1.8108  0.7426  2.3470
H  -0.1242  0.9535  2.6896
H  -2.2407  -0.7916  -1.4415
H  0.6745  -0.5215  3.2709
H  -0.2417  -2.1021  -1.5446
C  -1.0324  -1.0650  -0.7462
H  -1.2203  -1.5266  0.7112
O  0.3914  -0.5779  1.2546
C  0.1240  0.9401  -1.9373
H  0.9870  0.4341  -2.5300
H  0.4602  1.9569  -1.4747
C  -0.1778  0.0550  -0.7338
H  -0.7590  1.0162  -2.5750

No. 3
The following is a DFT calculation (ωB97M-V with the def2-TZVPD basis set) of C4H9NO as an isolated structure.

* HOMO level: -8.58 eV
* calculated total energy: -287.64233 a.u.
* gap between HOMO and LUMO: 8.35 eV
* ΔE to the lowest compared entry with this formula, charge and spin: 119.3 kcal/mol
* net charge: 0

Element x y z (Å)
H  0.8043  -0.0947  2.2026
C  0.8738  -0.6756  1.2756
C  -1.8138  1.3999  0.3444
H  0.4497  1.3539  -0.6889
H  0.6544  -1.7341  1.5024
H  0.2989  -1.6940  -1.2309
N  -1.2130  0.2244  -0.0423
O  -1.4774  2.5193  -0.0005
H  1.7048  -0.6212  -1.5345
H  1.9161  -0.6549  0.9402
H  -2.6675  1.2246  1.0219
H  0.2259  -0.4390  -2.4920
H  -0.4316  -0.4572  0.7425
C  0.6142  -0.6833  -1.4920
C  0.0612  0.3317  -0.5485

No. 4
The following is a DFT calculation (ωB97M-V with the def2-TZVPD basis set) of one molecule with the formula C4H9NO.

* HOMO level: -9.70 eV
* calculated total energy: -287.76036 a.u.
* gap between HOMO and LUMO: 10.75 eV
* ΔE to the lowest compared entry with this formula, charge and spin: 45.2 kcal/mol
* net charge: 0
* SMILES: C[C@@H](O)[C@H]1CN1

Element x y z (Å)
H  -2.7648  0.6875  -0.1678
O  -0.2870  1.0742  1.2590
C  -1.9495  -0.0372  -0.0773
H  1.4321  -1.9481  -0.0613
H  0.4991  -0.4754  -1.6482
H  -0.0173  0.2405  1.6839
H  2.0619  0.8173  0.7031
N  1.1152  -1.0871  0.3733
H  2.7901  -0.1306  -0.6921
C  0.5671  -0.1529  -0.6079
H  -2.0565  -0.7863  -0.8684
C  1.9250  0.0562  -0.0594
H  -0.6393  1.6039  -0.6560
H  -2.0859  -0.5432  0.8843
C  -0.5902  0.6813  -0.0651

No. 5
The following is a DFT calculation (ωB97M-V with the def2-TZVPD basis set) of one molecule with the formula C4H9NO.

* HOMO level: -9.34 eV
* calculated total energy: -287.74075 a.u.
* gap between HOMO and LUMO: 10.42 eV
* ΔE to the lowest compared entry with this formula, charge and spin: 57.5 kcal/mol
* net charge: 0
* SMILES: C/C=N/COC

Element x y z (Å)
C  2.4033  1.0120  0.6381
H  2.7878  0.2562  1.3355
H  2.2164  1.9272  1.2017
H  -3.3838  -0.4309  -0.9647
H  3.1595  1.1758  -0.1346
O  -1.8343  -1.2127  0.0949
H  -2.9827  0.4383  0.5420
C  -0.4489  -1.1265  0.1197
C  1.1648  0.4242  0.0440
H  1.1952  0.2259  -1.0411
H  -1.9404  0.6223  -0.8987
H  -0.1281  -1.9748  0.7359
C  -2.5609  -0.0813  -0.3292
N  0.1929  0.0126  0.7537
H  0.0264  -1.2652  -0.8772

No. 6
The following is a DFT calculation (ωB97M-V with the def2-TZVPD basis set) of one molecule with the formula C4H9NO in a non-equilibrium geometry.

* HOMO level: -9.62 eV
* calculated total energy: -287.77693 a.u.
* gap between HOMO and LUMO: 10.57 eV
* ΔE to the lowest compared entry with this formula, charge and spin: 34.8 kcal/mol
* net charge: 0
* SMILES: CC(C)NC=O

Element x y z (Å)
H  -0.1035  1.8032  1.6569
H  1.8195  -1.5388  -1.0999
H  -0.2421  -0.7734  2.2469
C  -0.3738  1.5793  0.6586
O  0.8654  -1.3829  -2.9728
N  0.1325  0.0185  -1.1839
H  -0.7417  0.4813  -1.7062
H  -1.4233  1.6968  0.4030
C  0.9636  -0.9786  -1.8175
C  -0.5740  -0.8937  1.1625
H  -0.2768  -1.8841  0.8167
C  0.1609  0.1681  0.2845
H  1.2661  0.1495  0.5179
H  -1.6421  -0.7422  0.9393
H  0.1692  2.2970  0.0940

No. 7
The following is a DFT calculation (ωB97M-V with the def2-TZVPD basis set) of C4H9NO2 as an isolated structure in a non-equilibrium geometry.

* HOMO level (alpha / beta): -2.54 / -2.47 eV
* calculated total energy: -362.77545 a.u.
* gap between HOMO and LUMO (alpha / beta): 6.31 / 5.04 eV
* ΔE to the lowest compared entry with this formula, charge and spin: 162.9 kcal/mol
* net charge: -1
* multiplicity: 2

Element x y z (Å)
H  1.2326  -1.3736  0.5866
H  -1.2332  -0.6338  1.5710
C  0.2010  1.0753  0.6827
O  -1.5380  -1.2368  0.6933
C  0.1347  0.1264  -0.5359
H  0.2459  0.7523  -1.4103
H  -2.2745  0.0049  -2.0169
O  2.1224  -1.0347  -1.1798
H  0.8941  0.7325  1.4544
C  0.9817  -1.1573  -0.4741
H  -1.8978  0.7636  0.3956
N  -0.1770  2.3697  0.5605
H  0.2736  -1.9055  -0.8901
H  -2.3932  0.7373  -2.0401
C  -1.0377  0.1182  0.5370
H  0.5285  2.9379  1.0292

No. 8
The following is a DFT calculation (ωB97M-V with the def2-TZVPD basis set) of a 2-piece molecular cluster, C4H9NO2 overall in a non-equilibrium geometry.

* HOMO level: 1.20 eV
* calculated total energy: -362.63898 a.u.
* gap between HOMO and LUMO: 5.80 eV
* ΔE to the lowest compared entry with this formula, charge and spin: 171.6 kcal/mol
* net charge: -2

Element x y z (Å)
C  -0.4558  1.1880  -0.9560
N  0.3736  2.1571  -1.5297
H  -1.5197  1.3386  -1.1392
C  -0.3461  -1.5307  -0.3210
H  0.6236  2.1742  -2.5129
H  1.3332  -0.0708  -0.4090
C  0.2457  -0.0798  -0.3024
H  0.2755  1.9595  0.8710
H  -1.4305  -1.3661  -0.7401
O  -0.6388  0.4952  2.1855
O  0.3997  -2.4344  -1.0691
C  -0.2472  0.9953  0.7100
H  1.4728  -1.6989  1.7971
H  -0.2816  -1.9230  0.7140
H  1.4477  -2.3221  1.5149
H  -1.2521  1.1179  1.1868

No. 9
The following is a DFT calculation (ωB97M-V with the def2-TZVPD basis set) of one molecule with the formula C4H9NO2 in a non-equilibrium geometry.

* HOMO level: -9.59 eV
* calculated total energy: -363.03046 a.u.
* gap between HOMO and LUMO: 10.51 eV
* ΔE to the lowest compared entry with this formula, charge and spin: 34.6 kcal/mol
* net charge: 0
* SMILES: CCCOC(N)=O

Element x y z (Å)
H  1.2432  -0.2213  1.0253
O  -0.6926  -0.7451  -0.7219
H  0.7657  2.1346  1.8145
H  -0.6661  -2.4351  -3.2364
O  0.4483  0.1869  -2.3786
C  -0.5108  0.4709  0.0209
H  -0.7646  1.5762  2.5137
H  0.9625  -1.8665  -2.6538
C  0.2527  1.2666  2.2475
N  -0.0594  -1.9788  -2.5549
H  0.7734  0.9882  3.1651
H  -1.5334  0.7893  0.2076
H  0.0164  1.2682  -0.5211
C  -0.1774  -0.7510  -1.9358
C  0.2227  0.0927  1.2830
H  -0.2806  -0.7759  1.7249

No. 10
The following is a DFT calculation (ωB97M-V with the def2-TZVPD basis set) of one molecule with the formula C4H9NO2 in a non-equilibrium geometry.

* HOMO level (alpha / beta): -6.56 / -6.92 eV
* calculated total energy: -362.84800 a.u.
* gap between HOMO and LUMO (alpha / beta): 7.41 / 7.78 eV
* ΔE to the lowest compared entry with this formula, charge and spin: 149.1 kcal/mol
* net charge: 0

Element x y z (Å)
H  -2.4442  1.2031  -1.2147
C  0.8785  0.5105  0.8807
H  -0.9486  0.2656  -1.3481
C  -1.3931  1.1628  -0.9171
H  -0.7473  -1.6189  0.3863
C  -1.2834  1.1729  0.5678
O  2.3579  -0.7838  -0.3636
H  0.4461  -2.4380  -0.6215
H  2.5225  -0.3644  -1.2185
H  -0.8693  2.0167  -1.3574
H  1.7436  0.6960  1.5034
O  -0.1772  1.1565  1.2895
N  0.9583  -0.5026  -0.0824
H  -2.1157  1.5493  1.1467
C  0.3171  -1.7764  0.2330
H  0.7548  -2.2492  1.1158

No. 11
The following is a DFT calculation (ωB97M-V with the def2-TZVPD basis set) of one molecule with the formula C4H9NO2.

* HOMO level: -10.27 eV
* calculated total energy: -363.07466 a.u.
* gap between HOMO and LUMO: 11.23 eV
* ΔE to the lowest compared entry with this formula, charge and spin: 6.8 kcal/mol
* net charge: 0
* SMILES: CCCOC(N)=O

Element x y z (Å)
H  -3.0686  0.6139  -0.9976
N  3.1469  0.0613  -0.1742
C  -2.4735  0.0392  -0.2805
H  -1.0402  1.6310  0.0737
H  -2.4778  -1.0114  -0.5935
H  3.6496  0.6577  0.4635
H  -0.6208  -0.0527  1.8526
H  -0.2419  -1.2766  0.6028
H  -2.9788  0.1006  0.6899
O  1.4057  -1.0872  -0.9393
H  3.5595  -0.4352  -0.9447
H  -0.5506  0.4668  -1.1636
O  1.1291  0.2391  0.8783
C  -0.2409  -0.2077  0.8405
C  1.8474  -0.3062  -0.1160
C  -1.0451  0.5672  -0.1918

No. 12
The following is a DFT calculation (ωB97M-V with the def2-TZVPD basis set) of one molecule with the formula C4H9NO2 in a non-equilibrium geometry.

* HOMO level: -9.38 eV
* calculated total energy: -362.88843 a.u.
* gap between HOMO and LUMO: 10.00 eV
* ΔE to the lowest compared entry with this formula, charge and spin: 123.7 kcal/mol
* net charge: 0
* SMILES: N[C@@H](C=O)CCO

Element x y z (Å)
O  -2.4853  0.5592  -0.5036
H  -2.1760  -1.4796  -0.7293
C  1.5920  0.4316  -0.4633
H  -1.7276  -0.7694  0.7230
H  1.3442  1.2131  -1.2938
O  2.3503  -0.5465  -0.5904
C  0.3123  0.7131  0.5603
C  -0.2400  -0.5466  -0.7097
C  -1.7127  -0.6673  -0.3212
H  0.1338  -1.5745  -0.4569
H  1.2071  -0.6707  1.7690
H  0.1507  1.7684  0.8084
H  -0.2238  -0.2315  2.3738
N  0.6277  0.1779  1.9095
H  -1.6868  1.1957  -0.4329
H  -0.0456  -0.3827  -1.7718

No. 13
The following is a DFT calculation (ωB97M-V with the def2-TZVPD basis set) of one molecule with the formula C4H9NO2 in a non-equilibrium geometry.

* HOMO level: -10.00 eV
* calculated total energy: -363.02007 a.u.
* gap between HOMO and LUMO: 10.77 eV
* ΔE to the lowest compared entry with this formula, charge and spin: 41.1 kcal/mol
* net charge: 0
* SMILES: C[C@@H](CO)NC=O

Element x y z (Å)
H  -0.6722  2.1538  -0.6611
H  -0.3560  0.9082  -1.8236
H  -0.5220  0.9377  1.3696
C  -0.7833  1.0778  -0.8137
H  0.4339  -2.1009  1.5803
H  2.3218  0.8461  -1.0952
N  1.2088  0.2038  0.4899
C  -0.2661  0.3326  0.4885
C  -0.9104  -1.0575  0.6580
H  -0.7275  -1.5954  -0.2698
C  1.6419  0.0372  -0.8086
O  -0.4774  -1.8324  1.7572
O  1.2097  -0.7485  -1.6230
H  -1.8253  0.8119  -0.9842
H  1.7150  0.9492  0.9681
H  -1.9910  -0.9237  0.7677

No. 14
The following is a DFT calculation (ωB97M-V with the def2-TZVPD basis set) of a 2-piece molecular cluster, C4H9NO2 overall.

* HOMO level: -8.71 eV
* calculated total energy: -362.96276 a.u.
* gap between HOMO and LUMO: 9.62 eV
* ΔE to the lowest compared entry with this formula, charge and spin: 77.0 kcal/mol
* net charge: 0

Element x y z (Å)
H  -1.5832  1.8444  0.3229
H  -0.7489  -0.2289  -1.8080
H  -0.1398  -0.5215  1.0019
O  -2.0537  1.3109  -2.3626
C  1.6343  -0.9883  1.3111
O  0.3236  -1.2774  1.3999
C  -1.5156  0.4380  -1.3831
H  0.8480  2.0434  0.6289
H  -2.5355  0.7751  -3.0039
H  1.1309  0.8787  -0.7692
C  0.4201  1.4155  -0.1473
H  -2.3057  -0.1992  -0.9512
N  2.2970  -2.0046  1.8653
H  1.8214  -2.7956  2.2948
C  -0.8954  1.2837  -0.3083
H  3.3027  -1.9741  1.9087

No. 15
The following is a DFT calculation (ωB97M-V with the def2-TZVPD basis set) of one molecule with the formula C4H9NO2.

* HOMO level: -10.40 eV
* calculated total energy: -363.07665 a.u.
* gap between HOMO and LUMO: 11.32 eV
* ΔE to the lowest compared entry with this formula, charge and spin: 5.6 kcal/mol
* net charge: 0
* SMILES: CCCOC(N)=O

Element x y z (Å)
H  0.1162  -0.7750  -2.1538
H  -1.7148  -1.9122  2.2984
H  1.6066  -0.5456  -0.2588
C  -0.1000  0.0648  -1.4819
H  -0.0478  2.2377  -1.5407
O  0.6868  0.0994  2.5382
C  -0.0712  -0.7021  2.0392
H  1.3785  1.4785  -2.2529
N  -0.9278  -1.4880  2.7623
C  0.2922  1.3872  -2.1454
H  -0.1517  1.4822  -3.1425
O  -0.1753  -0.9577  0.7148
C  0.6088  -0.1053  -0.1395
H  0.7346  0.8620  0.3554
H  -1.0544  -1.1804  3.7147
H  -1.1807  0.0544  -1.3072

No. 16
The following is a DFT calculation (ωB97M-V with the def2-TZVPD basis set) of one molecule with the formula C4H9NO2 in a non-equilibrium geometry.

* HOMO level: -9.20 eV
* calculated total energy: -363.02617 a.u.
* gap between HOMO and LUMO: 10.01 eV
* ΔE to the lowest compared entry with this formula, charge and spin: 37.3 kcal/mol
* net charge: 0
* SMILES: C[C@@H](O)[C@H](N)C=O

Element x y z (Å)
H  -1.5092  -1.0907  2.5246
H  -0.4169  -2.1386  1.6215
N  1.6284  -0.3188  0.2375
H  2.2707  -0.9361  -0.2400
H  0.2066  -0.7390  2.5163
O  -0.6980  1.1744  1.0745
H  1.9770  0.6313  0.1827
C  0.2910  -0.4426  -0.3594
O  -0.0008  0.2597  -2.6462
H  0.1822  -1.4596  -0.7452
C  -0.7802  -0.1932  0.6994
H  0.2147  1.6163  -1.1862
H  -1.7392  -0.4007  0.2143
C  -0.6109  -1.1023  1.8874
H  -1.1525  1.2759  1.9178
C  0.1451  0.5544  -1.4894